A 2-piece molecular cluster, C6H16NO2Si overall in a non-equilibrium geometry, computed with the ωB97M-V functional and the def2-TZVPD basis.

Computed properties:
Energy = -19939.7936 eV
Highest occupied orbital energy (alpha / beta) = -1.762 / -1.761 eV
Kohn-Sham gap (alpha / beta) = 4.916 / 4.914 eV
Net charge = -1

Geometry as XYZ:
```
26
Properties=species:S:1:pos:R:3:forces:R:3
C -5.431 0.576 -0.125 -0.4933 2.9738 -3.8956
C 2.727 -1.802 -0.070 -0.5268 -0.4411 0.2148
C 3.091 0.594 -1.519 -1.0934 1.4785 1.8056
C 2.860 0.934 1.630 1.9996 -2.5913 1.3944
C -3.980 0.446 -0.421 0.4656 -2.6144 0.2210
C 0.317 0.093 0.338 1.5548 -2.2405 -1.7897
N -2.562 -1.297 0.547 0.8322 -0.5355 -2.7519
O -2.349 -1.622 -0.605 -1.2505 1.3316 3.5124
O -3.305 -0.073 0.748 0.0619 -1.0595 -0.6944
Si 2.073 -0.030 0.172 0.3440 0.8787 -1.1944
H -5.694 1.336 0.577 -0.1348 0.7517 0.2958
H -5.939 0.798 -1.222 0.8760 -0.3963 2.8794
H -5.786 -0.307 0.229 -1.1114 -2.6910 0.8396
H 2.370 -2.385 0.799 0.7075 -0.1684 -0.3583
H 2.456 -2.341 -0.999 -0.6672 0.4840 0.3836
H 3.799 -1.740 -0.231 0.4775 -0.0919 0.7997
H 3.179 -0.262 -2.175 -0.3807 0.1845 -0.6106
H 2.541 1.521 -1.845 0.2918 -1.1992 -0.4818
H 4.092 0.966 -1.311 0.3804 -0.1549 0.2579
H 3.902 0.519 1.937 -1.3093 0.2504 -0.6719
H 3.113 1.941 1.468 -0.1937 1.5627 -0.4268
H 2.314 0.808 2.585 -0.1769 0.2771 -0.6214
H -3.413 1.281 -0.707 0.3030 1.3887 -0.6699
H -3.925 -0.350 -1.199 0.4130 0.7707 0.2761
H -0.327 0.747 0.786 -1.2518 1.9305 1.2966
H -0.191 -0.530 -0.397 -0.1177 -0.0789 -0.0102
```
Forces are in eV/Å.